No. 1
This record from the OMol25 dataset describes a 5-piece molecular cluster, C26H24Br2N4O8 overall at a distorted geometry. The level of theory is ωB97M-V/def2-TZVPD.

```
! RIJCOSX wB97M-V def2-TZVPD def2/J DEFGRID3
* xyz 0 1
O -2.13 -1.86 3.43
N -2.44 -1.08 2.55
O -2.80 0.05 2.73
C -2.23 -1.52 1.16
C -1.57 -2.70 0.95
C -1.26 -3.13 -0.33
C -1.70 -2.38 -1.42
C -2.39 -1.19 -1.22
C -2.69 -0.78 0.08
H -1.11 -3.28 1.73
H -0.72 -4.05 -0.53
H -1.50 -2.75 -2.42
H -2.75 -0.65 -2.08
H -3.29 0.11 0.26
O 4.80 -2.79 3.02
N 5.37 -3.21 2.04
O 6.28 -2.63 1.48
C 4.98 -4.51 1.48
C 5.73 -5.08 0.47
C 5.29 -6.28 -0.09
C 4.07 -6.85 0.28
C 3.28 -6.20 1.20
C 3.73 -5.03 1.79
H 6.69 -4.71 0.16
H 5.88 -6.77 -0.85
H 3.70 -7.76 -0.17
H 2.27 -6.50 1.45
H 3.11 -4.45 2.46
O 0.42 0.87 -2.34
N -0.04 0.73 -3.45
O -0.22 -0.33 -4.00
C -0.33 1.93 -4.23
C -0.01 3.21 -3.73
C -0.48 4.33 -4.39
C -1.09 4.18 -5.64
C -1.22 2.96 -6.25
C -0.91 1.84 -5.47
H 0.50 3.29 -2.78
H -0.33 5.29 -3.92
H -1.31 5.12 -6.13
H -1.59 2.76 -7.25
H -1.10 0.89 -5.95
O -3.45 7.37 4.77
N -2.87 6.29 4.77
O -2.22 5.92 5.75
C -2.99 5.40 3.64
C -2.10 4.35 3.53
C -2.09 3.52 2.41
C -2.92 3.81 1.36
C -3.77 4.92 1.41
C -3.84 5.69 2.56
H -1.40 4.22 4.34
H -1.43 2.67 2.47
H -2.92 3.16 0.49
H -4.37 5.21 0.56
H -4.46 6.57 2.64
Br 2.27 -2.71 -0.73
C 1.93 -1.65 0.86
C 1.11 -0.44 0.45
Br 0.56 0.65 1.97
H 2.82 -1.39 1.43
H 1.33 -2.24 1.54
H 0.25 -0.69 -0.17
H 1.65 0.25 -0.20
*
```

Its HOMO-LUMO gap is 8.97 eV. Its energy is -6973.7518 a.u. As for the SMILES: O=[N+]([O-])c1ccccc1.O=[N+]([O-])c1ccccc1.O=[N+]([O-])c1ccccc1.O=[N+]([O-])c1ccccc1.BrCCBr. Its energy above the lowest of the compared OMol25 structures with the same formula, charge and spin is 8.1 kcal per mole.

No. 2
This record from the OMol25 dataset describes C16H24BBa2Br12O8 as an isolated structure at a distorted geometry. The level of theory is ωB97M-V/def2-TZVPD.

```
! RIJCOSX wB97M-V def2-TZVPD def2/J DEFGRID3
* xyz 3 1
Ba 9.92 -10.31 -8.49
Ba 1.75 -13.47 -2.85
O 7.48 -9.41 -7.75
C 6.32 -9.45 -7.40
O 5.82 -10.23 -6.50
B 4.38 -9.96 -6.38
O 4.09 -8.78 -7.17
C 5.21 -8.41 -7.77
O 5.39 -7.48 -8.49
O 3.96 -9.72 -4.98
C 3.26 -10.70 -4.52
O 2.87 -10.91 -3.39
C 3.00 -11.64 -5.70
O 3.60 -11.18 -6.79
O 2.45 -12.72 -5.55
Br 4.76 -11.55 -9.67
C 2.80 -11.72 -9.61
C 2.09 -10.41 -9.44
Br 2.36 -9.28 -11.07
H 2.53 -12.39 -8.80
H 2.46 -12.25 -10.50
H 2.45 -9.91 -8.54
H 1.01 -10.40 -9.38
Br 1.10 -5.04 -3.11
C 3.00 -5.28 -2.58
C 3.54 -6.59 -3.20
Br 5.32 -7.20 -2.54
H 2.94 -5.25 -1.50
H 3.53 -4.39 -2.91
H 3.49 -6.48 -4.29
H 2.88 -7.42 -2.99
Br 6.91 -3.66 -7.56
C 7.77 -5.34 -7.97
C 9.28 -5.28 -7.77
Br 10.02 -7.14 -7.94
H 7.52 -5.52 -9.02
H 7.29 -6.13 -7.40
H 9.60 -4.87 -6.81
H 9.75 -4.64 -8.52
Br 0.96 -3.55 -7.84
C 1.21 -5.36 -7.07
C -0.17 -5.91 -6.65
Br 0.10 -7.63 -5.66
H 1.87 -5.31 -6.20
H 1.66 -5.97 -7.85
H -0.87 -6.14 -7.45
H -0.61 -5.19 -5.97
Br 7.86 -9.36 -4.03
C 7.61 -10.29 -2.30
C 6.24 -10.91 -2.30
Br 5.93 -11.85 -0.59
H 7.69 -9.65 -1.43
H 8.38 -11.05 -2.18
H 6.22 -11.69 -3.05
H 5.46 -10.20 -2.58
Br 4.11 -5.33 -12.74
C 5.95 -5.78 -12.18
C 5.95 -7.18 -11.61
Br 7.87 -7.43 -11.03
H 6.36 -5.08 -11.45
H 6.53 -5.62 -13.08
H 5.78 -7.92 -12.39
H 5.17 -7.34 -10.88
*
```

Its HOMO-LUMO gap is 5.77 eV. Its energy is -32189.4029 a.u. Its energy above the lowest of the compared OMol25 structures with the same formula, charge and spin is 20.6 kcal per mole.

No. 3
This record from the OMol25 dataset describes the molecule C3H6N2O at a distorted geometry. The level of theory is ωB97M-V/def2-TZVPD.

```
! RIJCOSX wB97M-V def2-TZVPD def2/J DEFGRID3
* xyz 0 1
N -1.96 -0.68 -0.17
C -1.08 0.36 -0.09
O -1.48 1.40 0.20
N 0.26 -0.21 -0.49
C 1.25 -0.45 0.45
C 1.23 0.79 -0.44
H -1.38 -1.68 -0.21
H -2.90 -0.66 -0.17
H 1.91 -1.21 0.22
H 1.17 -0.16 1.64
H 1.89 0.92 -1.18
H 1.09 1.58 0.24
*
```

Its HOMO-LUMO gap is 10.72 eV. Its energy is -302.5735 a.u. As for the SMILES: NC(=O)N1CC1. Its energy above the lowest of the compared OMol25 structures with the same formula, charge and spin is 75.1 kcal per mole.

No. 4
This record from the OMol25 dataset describes C33H34F6I2N2O9S3Se2Sn as an isolated structure at a distorted geometry. The level of theory is ωB97M-V/def2-TZVPD.

```
! RIJCOSX wB97M-V def2-TZVPD def2/J DEFGRID3
* xyz -2 1
Sn 1.20 0.93 0.07
I 1.12 5.28 -3.31
C -0.36 3.78 -3.38
C -1.43 3.91 -4.25
C -2.38 2.92 -4.31
I -3.98 3.17 -5.69
C -2.29 1.76 -3.52
C -3.22 0.70 -3.52
C -3.00 -0.42 -2.76
C -1.83 -0.47 -1.97
N -0.98 0.51 -1.91
C -1.16 1.62 -2.65
C -0.15 2.67 -2.52
O 0.85 2.60 -1.76
H -1.50 4.78 -4.88
H -4.10 0.77 -4.15
H -3.70 -1.24 -2.76
H -1.61 -1.34 -1.36
F 4.74 -4.16 0.69
C 4.12 -3.12 1.29
F 5.08 -2.37 1.84
F 3.39 -3.65 2.31
S 3.01 -2.19 0.10
O 2.50 -1.16 0.97
O 2.18 -3.28 -0.30
N 4.19 -1.74 -0.85
S 4.28 -0.29 -1.47
O 4.39 -0.28 -2.90
O 3.59 0.79 -0.81
C 6.04 0.03 -0.93
F 6.14 0.18 0.39
F 6.85 -0.99 -1.28
F 6.56 1.13 -1.50
O 0.56 5.19 4.78
C 0.68 5.59 3.42
C 0.86 4.38 2.49
C 0.96 4.94 1.06
O -0.20 5.65 0.67
C -0.33 3.42 2.69
Se -1.19 2.63 1.08
C 2.18 3.71 2.87
Se 2.64 1.92 2.04
H 0.38 5.98 5.30
H 1.55 6.25 3.30
H -0.21 6.15 3.09
H 1.17 4.12 0.38
H 1.79 5.66 1.02
H -0.89 4.97 0.55
H -1.15 3.93 3.21
H -0.02 2.57 3.29
H 2.20 3.53 3.95
H 3.01 4.36 2.60
O -0.41 -1.45 0.69
S -0.02 -1.67 2.09
C -1.25 -0.66 3.08
C -2.65 -0.91 2.67
C -3.12 -0.44 1.44
C -4.41 -0.73 1.02
C -5.25 -1.49 1.82
C -4.81 -1.95 3.05
C -3.52 -1.66 3.47
C -0.75 -3.38 2.54
C -0.95 -4.15 1.28
C -0.05 -5.13 0.88
C -0.20 -5.77 -0.34
C -1.25 -5.43 -1.18
C -2.15 -4.45 -0.79
C -2.00 -3.81 0.43
H -0.95 0.36 2.83
H -1.05 -0.87 4.13
H -2.47 0.17 0.84
H -4.75 -0.36 0.06
H -6.26 -1.72 1.49
H -5.46 -2.54 3.68
H -3.19 -2.00 4.45
H -1.69 -3.21 3.05
H -0.01 -3.83 3.20
H 0.79 -5.38 1.51
H 0.52 -6.52 -0.65
H -1.37 -5.92 -2.14
H -2.97 -4.17 -1.44
H -2.70 -3.04 0.73
C 1.32 -0.18 -3.98
C 1.33 -1.22 -2.90
C 0.91 -2.61 -3.26
O 1.73 -0.95 -1.78
H 2.02 -0.48 -4.76
H 1.66 0.77 -3.57
H 0.32 -0.08 -4.40
H 0.34 -2.65 -4.18
H 0.36 -3.04 -2.42
H 1.82 -3.21 -3.36
*
```

Its HOMO-LUMO gap is 4.95 eV. Its energy is -9470.9857 a.u. Its energy above the lowest of the compared OMol25 structures with the same formula, charge and spin is 35.9 kcal per mole.